# 1
Entry from OMol25: a cluster of 2 separate species, C4H5NO in total (ωB97M-V with the def2-TZVPD basis set).

Summary:
DFT total energy, Eh: -285.30904
Relative energy (zero: lowest compared OMol25 entry of this formula, charge and spin), kJ/mol: 277.1
E_LUMO, eV: -0.09
Total charge: 0
Multiplicity: 1
Largest force on an atom, eV Å⁻¹: 2.18
SMILES: C=CC=O.C#N

Bonds (Å) are listed after each position.
Positions of all 11 atoms, in Å:
1 O 1.4426 -0.7834 0.7176  C2 1.220
2 C 0.2646 -0.6429 1.0032  O1 1.220, C4 1.469, H8 1.094
3 C -0.2711 1.4742 0.3086  C4 1.334, H9 1.078, H10 1.089
4 C -0.6725 0.2029 0.2524  C2 1.469, C3 1.334, H11 1.085
5 C 0.3551 -0.9492 -1.6647  N6 1.160, H7 1.169
6 N -0.1895 -1.3764 -2.5958  C5 1.160
7 H 1.1215 -0.7728 -0.7993  C5 1.169
8 H -0.1289 -1.0723 1.9288  C2 1.094
9 H -0.9869 2.2795 0.2607  C3 1.078
10 H 0.7737 1.7244 0.4839  C3 1.089
11 H -1.7085 -0.0841 0.1046  C4 1.085

Here are the natural (NBO) charges for atoms 1 to 8, given in e:
1 O -0.543
2 C 0.419
3 C -0.301
4 C -0.319
5 C -0.004
6 N -0.357
7 H 0.278
8 H 0.156

***

# 2
Entry from OMol25: a cluster of 12 separate species, C39H77NO15S4 in total (ωB97M-V with the def2-TZVPD basis set).

Summary:
DFT total energy, Eh: -4308.14383
E_LUMO, eV: -0.12
Total charge: 0
Multiplicity: 1
Largest force on an atom, eV Å⁻¹: 4.80
SMILES: O=S1(=O)CCCC1.O=S1(=O)CCCC1.O=S1(=O)CCCC1.O=S1(=O)CCCC1.CC(C)=O.CC(C)=O.CC(C)=O.CC(C)=O.CC(C)=O.CC(C)=O.CC(C)=O.CC#N

Bonds (Å) are listed after each position.
Positions of all 136 atoms, in Å:
1 C 1.0948 -4.3686 -3.7385  C2 1.496, H5 1.090, H6 1.090, H7 1.090
2 C 1.5039 -3.9326 -2.3672  C1 1.496, O3 1.221, C4 1.544
3 O 0.6746 -3.5276 -1.5676  C2 1.221
4 C 2.9357 -4.3119 -1.9321  C2 1.544, H8 1.090, H9 1.090, H10 1.090
5 H 1.7247 -3.9665 -4.5320  C1 1.090
6 H 0.1198 -3.9252 -3.9404  C1 1.090
7 H 0.9446 -5.4361 -3.9001  C1 1.090
8 H 3.4452 -3.4522 -1.4968  C4 1.090
9 H 3.5523 -4.7107 -2.7377  C4 1.090
10 H 2.7354 -4.9945 -1.1063  C4 1.090
11 C -0.1083 5.1065 -4.5463  C12 1.561, H15 1.090, H16 1.090, H17 1.090
12 C 0.8311 3.8680 -4.4006  C11 1.561, O13 1.253, C14 1.560
13 O 1.7561 3.5716 -5.1927  C12 1.253
14 C 0.7067 3.0395 -3.0849  C12 1.560, H18 1.090, H19 1.090, H20 1.090
15 H -0.3987 5.2842 -5.5818  C11 1.090
16 H 0.4300 5.9606 -4.1354  C11 1.090
17 H -1.0149 4.9257 -3.9688  C11 1.090
18 H 0.8541 3.6675 -2.2063  C14 1.090
19 H 1.2980 2.1266 -3.1555  C14 1.090
20 H -0.3173 2.6664 -3.1034  C14 1.090
21 C 5.5957 3.3618 0.2231  C22 1.469, H25 1.090, H26 1.090, H27 1.090
22 C 4.5083 3.6785 -0.7121  C21 1.469, O23 1.259, C24 1.511
23 O 4.5559 3.4387 -1.9466  C22 1.259
24 C 3.3275 4.3666 -0.0670  C22 1.511, H28 1.090, H29 1.090, H30 1.090
25 H 6.1670 4.2599 0.4582  C21 1.090
26 H 6.3158 2.6607 -0.1987  C21 1.090
27 H 5.3200 2.8836 1.1629  C21 1.090
28 H 3.5666 5.4098 0.1399  C24 1.090
29 H 3.0032 3.9017 0.8640  C24 1.090
30 H 2.4537 4.3139 -0.7165  C24 1.090
31 C -4.2647 3.8618 3.8003  C32 1.539, H35 1.090, H36 1.090, H37 1.090
32 C -2.8548 3.2440 3.8153  C31 1.539, O33 1.238, C34 1.545
33 O -2.4535 2.6109 4.8007  C32 1.238
34 C -2.0392 3.6153 2.5565  C32 1.545, H38 1.090, H39 1.090, H40 1.090
35 H -4.6832 3.8842 2.7940  C31 1.090
36 H -4.2943 4.7870 4.3758  C31 1.090
37 H -4.9395 3.2735 4.4221  C31 1.090
38 H -2.3996 3.0049 1.7285  C34 1.090
39 H -0.9688 3.5856 2.7605  C34 1.090
40 H -2.3519 4.5913 2.1853  C34 1.090
41 C 4.7647 -0.2574 2.3066  C42 1.505, H45 1.090, H46 1.090, H47 1.090
42 C 3.9868 -0.2414 1.0185  C41 1.505, O43 1.283, C44 1.540
43 O 3.7148 0.8807 0.4582  C42 1.283
44 C 3.5078 -1.5949 0.4628  C42 1.540, H48 1.090, H49 1.090, H50 1.090
45 H 4.1727 -0.1465 3.2151  C41 1.090
46 H 5.4311 0.6035 2.2538  C41 1.090
47 H 5.4219 -1.1189 2.4254  C41 1.090
48 H 2.6589 -2.0270 0.9926  C44 1.090
49 H 4.3841 -2.2425 0.4920  C44 1.090
50 H 3.2939 -1.4856 -0.6004  C44 1.090
51 C 0.4970 -0.2858 -0.5817  C52 1.590, H55 1.090, H56 1.090, H57 1.090
52 C -0.3231 1.0667 -0.4158  C51 1.590, O53 1.200, C54 1.535
53 O -1.3744 1.1851 -0.9814  C52 1.200
54 C 0.3280 2.2632 0.2926  C52 1.535, H58 1.090, H59 1.090, H60 1.090
55 H -0.1298 -1.1773 -0.6049  C51 1.090
56 H 1.1817 -0.3983 0.2589  C51 1.090
57 H 1.1010 -0.3293 -1.4879  C51 1.090
58 H 0.4725 2.1319 1.3649  C54 1.090
59 H -0.2080 3.1924 0.0991  C54 1.090
60 H 1.3460 2.3616 -0.0844  C54 1.090
61 C 2.8444 0.4826 -5.5344  C62 1.503, H65 1.090, H66 1.090, H67 1.090
62 C 2.7287 -0.5031 -4.4052  C61 1.503, O63 1.232, C64 1.508
63 O 1.7390 -1.2276 -4.2847  C62 1.232
64 C 3.8312 -0.4649 -3.3776  C62 1.508, H68 1.090, H69 1.090, H70 1.090
65 H 3.7869 0.3335 -6.0612  C61 1.090
66 H 2.7639 1.4755 -5.0920  C61 1.090
67 H 2.0490 0.4958 -6.2795  C61 1.090
68 H 4.6007 0.2379 -3.6970  C64 1.090
69 H 4.2086 -1.4846 -3.3007  C64 1.090
70 H 3.4174 -0.2618 -2.3898  C64 1.090
71 C -4.8955 1.6036 -0.4017  C72 1.471, H74 1.090, H75 1.090, H76 1.090
72 C -4.9239 0.1691 -0.0752  C71 1.471, N73 1.166
73 N -4.9426 -0.9695 0.1743  C72 1.166
74 H -5.7895 2.0648 0.0180  C71 1.090
75 H -4.9728 1.7501 -1.4790  C71 1.090
76 H -3.9682 1.9871 0.0239  C71 1.090
77 C -1.4662 -1.2771 -3.5938  C78 1.527, C83 1.556, H84 1.090, H85 1.090
78 C -2.8801 -1.0782 -3.0517  C77 1.527, C79 1.550, H86 1.090, H87 1.090
79 C -3.4250 0.0444 -3.9715  C78 1.550, S80 1.947, H88 1.090, H89 1.090
80 S -2.8802 -0.5536 -5.7423  C79 1.947, O81 1.466, O82 1.430, C83 1.815
81 O -2.2133 0.5487 -6.4421  S80 1.466
82 O -3.8951 -1.3648 -6.3395  S80 1.430
83 C -1.5436 -1.6071 -5.1121  C77 1.556, S80 1.815, H90 1.090, H91 1.090
84 H -1.0549 -2.0100 -2.8997  C77 1.090
85 H -0.8775 -0.3598 -3.5986  C77 1.090
86 H -2.9531 -0.7399 -2.0181  C78 1.090
87 H -3.4870 -1.9564 -3.2718  C78 1.090
88 H -2.8661 0.9546 -3.7542  C79 1.090
89 H -4.5110 0.1091 -4.0382  C79 1.090
90 H -0.6224 -1.5680 -5.6935  C83 1.090
91 H -1.8358 -2.6285 -5.3560  C83 1.090
92 C -1.9355 -5.5903 -0.1667  C93 1.530, C98 1.557, H99 1.090, H100 1.090
93 C -2.1504 -4.2891 -0.9426  C92 1.530, C94 1.569, H101 1.090, H102 1.090
94 C -3.6941 -4.0476 -1.0821  C93 1.569, S95 1.810, H103 1.090, H104 1.090
95 S -4.4646 -4.8527 0.3437  C94 1.810, O96 1.471, O97 1.479, C98 1.850
96 O -5.3515 -5.9451 -0.0841  S95 1.471
97 O -4.9753 -3.8957 1.3492  S95 1.479
98 C -2.9280 -5.6203 1.0322  C92 1.557, S95 1.850, H105 1.090, H106 1.090
99 H -0.8990 -5.8924 -0.0166  C92 1.090
100 H -2.2977 -6.3702 -0.8364  C92 1.090
101 H -1.7062 -4.4003 -1.9317  C93 1.090
102 H -1.6596 -3.4707 -0.4160  C93 1.090
103 H -3.9948 -4.6982 -1.9033  C94 1.090
104 H -4.1632 -3.0686 -1.1799  C94 1.090
105 H -3.2736 -6.5455 1.4933  C98 1.090
106 H -2.6112 -5.0051 1.8744  C98 1.090
107 C -1.6438 -1.0497 4.6270  C108 1.552, C113 1.525, H114 1.090, H115 1.090
108 C -1.1817 -1.7976 3.3480  C107 1.552, C109 1.535, H116 1.090, H117 1.090
109 C -2.3461 -1.8134 2.3478  C108 1.535, S110 1.845, H118 1.090, H119 1.090
110 S -3.8178 -1.0187 3.1268  C109 1.845, O111 1.464, O112 1.453, C113 1.822
111 O -4.9721 -1.9183 3.1034  S110 1.464
112 O -3.8790 0.4010 2.8216  S110 1.453
113 C -3.1509 -1.1850 4.8143  C107 1.525, S110 1.822, H120 1.090, H121 1.090
114 H -1.3640 -0.0094 4.4609  C107 1.090
115 H -1.0382 -1.2827 5.5028  C107 1.090
116 H -0.9447 -2.8390 3.5658  C108 1.090
117 H -0.3285 -1.2851 2.9036  C108 1.090
118 H -2.5447 -2.8689 2.1622  C109 1.090
119 H -2.1608 -1.2766 1.4175  C109 1.090
120 H -3.3782 -2.1887 5.1736  C113 1.090
121 H -3.7455 -0.5235 5.4443  C113 1.090
122 C 2.7139 2.3312 4.3337  C123 1.519, C128 1.540, H129 1.090, H130 1.090
123 C 1.6648 1.2620 4.5862  C122 1.519, C124 1.541, H131 1.090, H132 1.090
124 C 1.1204 1.4313 6.0175  C123 1.541, S125 1.896, H133 1.090, H134 1.090
125 S 2.6725 1.9736 6.9618  C124 1.896, O126 1.458, O127 1.424, C128 1.835
126 O 3.1753 0.8455 7.7366  S125 1.458
127 O 2.4640 3.2428 7.5733  S125 1.424
128 C 3.7322 2.1979 5.4808  C122 1.540, S125 1.835, H135 1.090, H136 1.090
129 H 2.3319 3.3508 4.2829  C122 1.090
130 H 3.2755 2.1576 3.4157  C122 1.090
131 H 2.1138 0.2735 4.4894  C123 1.090
132 H 0.9378 1.2654 3.7740  C123 1.090
133 H 0.6622 0.5217 6.4058  C124 1.090
134 H 0.3814 2.2259 6.1213  C124 1.090
135 H 4.3893 1.3368 5.3589  C128 1.090
136 H 4.4408 3.0252 5.5193  C128 1.090

Here are the Mulliken charges for atoms 1 to 8, given in e:
1 C -0.887
2 C 0.844
3 O -0.481
4 C -0.966
5 H 0.364
6 H -0.113
7 H 0.404
8 H -0.008

***

# 3
Entry from OMol25: an isolated molecule of C4H10N2 (ωB97M-V with the def2-TZVPD basis set).

Summary:
DFT total energy, Eh: -267.89027
Relative energy (zero: lowest compared OMol25 entry of this formula, charge and spin), kJ/mol: 92.0
E_LUMO, eV: 0.98
Total charge: 0
Multiplicity: 1
Largest force on an atom, eV Å⁻¹: 1.88
SMILES: C=C(N)CCN

Bonds (Å) are listed after each position.
Positions of all 16 atoms, in Å:
1 C 1.1486 -0.0332 -1.2348  C2 1.591, N6 1.482, H7 1.090, H8 1.088
2 C 0.7613 -0.7140 0.1500  C1 1.591, C3 1.519, H9 1.087, H10 1.086
3 C -0.4125 -0.0507 0.8507  C2 1.519, C4 1.345, N5 1.380
4 C -1.5912 -0.6935 0.9281  C3 1.345, H11 1.080, H12 1.077
5 N -0.1842 1.1360 1.5165  C3 1.380, H13 1.009, H14 1.005
6 N 0.0442 0.6170 -1.9791  C1 1.482, H15 1.017, H16 1.001
7 H 1.9198 0.7147 -1.0501  C1 1.090
8 H 1.5781 -0.8354 -1.8306  C1 1.088
9 H 1.6790 -0.7348 0.7329  C2 1.087
10 H 0.3579 -1.6973 -0.0721  C2 1.086
11 H -2.4221 -0.2391 1.4477  C4 1.080
12 H -1.6937 -1.6690 0.4825  C4 1.077
13 H 0.6528 1.6629 1.3169  N5 1.009
14 H -0.7901 1.4949 2.2338  N5 1.005
15 H -0.6043 -0.1398 -2.1820  N6 1.017
16 H -0.4435 1.1813 -1.3106  N6 1.001

Here are the natural (NBO) charges for atoms 1 to 8, given in e:
1 C -0.213
2 C -0.462
3 C 0.197
4 C -0.539
5 N -0.838
6 N -0.810
7 H 0.176
8 H 0.193

***

> What is the formula in the second record?

C39H77NO15S4

***

> Which value of largest force on an atom does entry 1 give?

2.18 eV Å⁻¹

***

> What is the multiplicity in the first record?

1